{"formula": "C27H29IrN12O4PS2", "method": "the ωB97M-V functional and the def2-TZVPD basis", "species": ["Ir", "C", "N", "C", "C", "N", "C", "S", "C", "C", "C", "C", "C", "N", "H", "H", "H", "H", "H", "H", "H", "H", "H", "O", "S", "O", "O", "O", "N", "C", "C", "C", "C", "C", "C", "C", "N", "C", "C", "N", "C", "H", "H", "H", "H", "H", "H", "H", "C", "N", "C", "N", "C", "N", "C", "P", "C", "C", "H", "H", "H", "H", "H", "H", "H", "H", "H", "H", "H", "H", "H", "N", "C", "N", "C", "N"], "coordinates": [[0.483231, 0.275905, -0.289281], [-0.273321, 5.099697, 1.374268], [0.020370, 3.968839, 2.238282], [-0.246908, 3.924021, 3.588067], [0.182515, 2.733928, 4.042989], [0.720473, 2.049778, 2.964558], [0.608836, 2.817416, 1.851171], [1.247329, 2.528767, 0.289993], [1.211577, 0.721870, 3.089568], [2.000424, 0.408637, 4.186833], [2.355198, -0.913247, 4.388904], [1.856579, -1.873894, 3.522432], [1.092647, -1.458827, 2.448747], [0.812475, -0.177421, 2.200584], [0.170806, 6.004210, 1.784399], [-1.351439, 5.241057, 1.298356], [0.146042, 4.910261, 0.391784], [-0.714910, 4.735526, 4.117151], [0.123476, 2.302757, 5.026050], [2.334472, 1.183870, 4.863097], [2.984236, -1.193750, 5.222243], [2.052010, -2.925443, 3.679350], [0.664837, -2.173712, 1.759822], [1.123287, -0.150953, -4.309672], [0.737661, 0.266420, -3.019255], [1.777281, 0.717683, -2.101070], [-0.198344, -0.639083, -2.306356], [-0.187198, 1.592919, -3.210479], [3.641149, -9.505631, 1.039893], [3.667572, -8.396379, 0.743237], [3.672535, -7.003747, 0.412634], [4.688195, -6.176393, 0.883441], [4.633189, -4.814007, 0.651468], [3.573379, -4.273714, -0.065694], [2.601014, -5.110656, -0.605543], [2.644320, -6.469616, -0.361531], [3.426571, -2.854604, -0.158926], [4.330634, -1.894385, 0.242988], [3.672734, -0.705115, 0.239399], [2.376314, -0.922158, -0.144925], [2.260237, -2.211418, -0.391406], [5.504804, -6.596228, 1.453473], [5.414519, -4.179275, 1.044763], [1.811551, -4.714473, -1.228231], [1.872778, -7.116392, -0.754414], [5.360372, -2.108244, 0.462519], [4.042563, 0.278361, 0.473513], [1.356785, -2.681812, -0.739036], [-3.816573, 2.464995, -3.980267], [-3.904796, 1.190789, -3.116567], [-4.558609, 1.495306, -1.795340], [-3.823254, 2.561517, -1.183984], [-3.922064, 3.782186, -1.995228], [-3.249900, 3.535909, -3.243843], [-1.834094, 3.444687, -2.988997], [-1.385459, 1.875585, -2.063771], [-2.588339, 0.621000, -2.797141], [-2.541342, 2.243956, -0.678744], [-4.832593, 2.703977, -4.295842], [-3.201353, 2.233920, -4.848986], [-4.463456, 0.503862, -3.629442], [-4.533819, 0.595415, -1.179829], [-5.593381, 1.788459, -1.971492], [-3.434436, 4.608092, -1.482272], [-4.969937, 4.039591, -2.152975], [-1.559334, 4.296435, -2.365534], [-1.250136, 3.504614, -3.908620], [-2.730639, -0.168903, -2.058200], [-2.123033, 0.168621, -3.671078], [-2.047361, 3.087261, -0.207082], [-2.507949, 1.335223, -0.088895], [-5.753198, -1.103309, 0.621593], [-4.614947, -1.232868, 0.778715], [-3.323385, -1.383544, 0.922487], [-2.327875, -0.690779, 0.678265], [-1.393599, -0.023328, 0.412915]], "atomic_forces_ev_per_a": [[-0.8243, 1.3869, -0.5879], [-0.1000, 0.2527, -0.0700], [0.1727, -0.3869, -0.1296], [0.0154, 0.0236, 0.1978], [-0.1137, 0.0301, 0.0586], [-0.2604, 0.3573, -0.2538], [-0.0124, 0.2536, 0.4790], [-0.3462, -1.2743, -0.0926], [0.3215, -0.5654, 0.0753], [0.0463, 0.2317, 0.0122], [-0.1138, -0.0938, -0.0855], [0.0189, -0.0387, 0.0714], [-0.0130, 0.0319, 0.0634], [-0.0620, 0.1223, 0.1517], [0.0423, -0.0392, 0.0039], [0.0079, -0.0429, 0.0470], [0.0152, 0.0161, -0.0090], [-0.0056, 0.0327, -0.0635], [0.0111, -0.0403, -0.0222], [0.0035, 0.0152, -0.0287], [-0.0054, 0.0339, 0.0232], [-0.0113, -0.0005, -0.0276], [0.0632, -0.0341, -0.0429], [0.0094, 0.1685, 0.0710], [-0.2904, 0.2765, -1.3178], [0.3021, 0.1246, 0.4382], [0.5010, -0.7084, 0.9463], [0.7817, -0.4152, 0.2447], [0.0158, 0.0669, -0.0457], [0.0204, -0.2970, 0.0571], [0.0106, 0.2039, -0.0879], [-0.0795, -0.0301, -0.0190], [0.0131, 0.1928, -0.0556], [-0.0108, -0.4387, 0.0763], [0.0586, 0.1903, -0.0927], [0.0644, 0.0194, 0.0895], [-0.2447, 0.2168, 0.0523], [0.0796, 0.1454, -0.0247], [0.0727, 0.0967, 0.1073], [-0.5131, -0.1705, -0.2905], [0.2116, 0.0221, -0.0149], [-0.0018, -0.0051, 0.0062], [-0.0249, -0.0279, 0.0648], [-0.0413, -0.0060, 0.0145], [0.0175, -0.0135, -0.0217], [-0.0208, -0.0590, -0.0021], [0.0137, -0.0069, -0.0170], [0.0173, -0.1166, 0.0670], [0.0809, 0.2807, 0.0546], [-0.3473, -0.1546, -0.3530], [-0.1381, 0.4566, 0.5922], [-1.1064, 0.4706, -0.1040], [-0.2623, -0.3909, 0.3460], [-0.2771, 0.5329, -0.3963], [1.0171, -0.2834, -0.1606], [-0.5982, -0.5555, -2.1207], [1.2097, -0.4003, -0.0064], [0.6516, 0.2956, 1.1572], [-0.0070, -0.0754, 0.0867], [-0.0499, -0.1313, 0.0171], [0.0196, -0.0481, 0.0183], [-0.1196, -0.0288, -0.0899], [0.0439, 0.0251, -0.0114], [-0.0642, -0.0033, 0.0444], [-0.0134, -0.1167, 0.0169], [0.1448, 0.0353, -0.0816], [-0.1296, -0.0267, 0.0249], [0.0061, -0.0300, -0.0814], [-0.2451, 0.1177, -0.1262], [-0.3746, 0.1665, 0.6317], [-0.4228, 0.7576, 0.2719], [0.1032, 0.0062, -0.0466], [-0.3076, 0.4569, -0.2870], [0.3885, -0.7157, 0.5103], [-0.1445, 0.0937, -0.2907], [1.1303, -0.4358, 0.3681]], "s2": 1.002, "de_lowest_kcal_mol": 105.0, "multiplicity": 2, "total_charge": 2}

{"formula": "C42H40N6O3STi", "method": "the ωB97M-V functional and the def2-TZVPD basis", "species": ["Ti", "O", "C", "C", "C", "C", "C", "C", "C", "C", "C", "O", "C", "C", "C", "C", "C", "C", "C", "C", "C", "C", "C", "C", "N", "C", "C", "C", "C", "C", "C", "C", "C", "C", "C", "C", "C", "H", "H", "H", "H", "H", "H", "H", "H", "H", "H", "H", "H", "H", "H", "H", "H", "H", "H", "H", "H", "H", "H", "H", "H", "H", "H", "H", "O", "C", "C", "C", "C", "C", "C", "N", "H", "H", "H", "H", "H", "H", "H", "C", "C", "N", "N", "C", "S", "N", "N", "H", "H", "H", "H", "H", "H"], "coordinates": [[-0.671375, 0.716921, -0.010789], [0.771992, 0.656569, -0.999419], [2.133822, 1.061456, -0.771206], [2.654368, 0.038117, 0.229387], [1.856993, -0.197022, 1.492385], [2.498961, -0.841251, 2.540756], [1.797353, -1.174636, 3.681321], [0.471099, -0.794962, 3.791935], [-0.118997, -0.104754, 2.754115], [-1.488347, 0.510518, 2.884332], [-1.478675, 2.004957, 2.483651], [-1.273130, 1.984083, 1.015115], [-2.838212, 2.621381, 2.792782], [-2.964338, 3.767418, 3.568780], [-4.221098, 4.280903, 3.865803], [-5.365161, 3.659172, 3.397867], [-5.251979, 2.500769, 2.640124], [-4.000349, 1.989252, 2.349225], [-0.353733, 2.782692, 3.123585], [0.092458, 2.461322, 4.400905], [1.017806, 3.267711, 5.047573], [1.496561, 4.411065, 4.424953], [1.041226, 4.743455, 3.156961], [0.126876, 3.930675, 2.505128], [0.552953, 0.130419, 1.602328], [2.879402, 0.974028, -2.099386], [4.240897, 0.696383, -2.139862], [4.915646, 0.673467, -3.352871], [4.237856, 0.926540, -4.534660], [2.879983, 1.209131, -4.497164], [2.203574, 1.236295, -3.286524], [2.174220, 2.515075, -0.311094], [3.225113, 2.991842, 0.466035], [3.386408, 4.353840, 0.667926], [2.506502, 5.256613, 0.087513], [1.447691, 4.788334, -0.675445], [1.286003, 3.424690, -0.874033], [3.668244, 0.283951, 0.539772], [2.735469, -0.919433, -0.297278], [3.547169, -1.085931, 2.444057], [2.288398, -1.697226, 4.490792], [-0.094651, -0.989057, 4.692447], [-1.842657, 0.402799, 3.908422], [-2.217674, -0.003913, 2.251531], [-2.091019, 4.278803, 3.945991], [-4.298607, 5.175449, 4.466884], [-6.339316, 4.065102, 3.631008], [-6.139777, 1.991201, 2.290273], [-3.937789, 1.059480, 1.800581], [-0.317613, 1.615040, 4.936819], [1.342949, 3.013497, 6.046570], [2.207737, 5.047143, 4.932194], [1.385636, 5.649164, 2.678512], [-0.239037, 4.208906, 1.525157], [4.801456, 0.499571, -1.236874], [5.974183, 0.455618, -3.369825], [4.766493, 0.913528, -5.476921], [2.345458, 1.423520, -5.413063], [1.149537, 1.486282, -3.269038], [3.947403, 2.315326, 0.903675], [4.211292, 4.710865, 1.268228], [2.651577, 6.319558, 0.223022], [0.760092, 5.483127, -1.138423], [0.495422, 3.086678, -1.539143], [-0.564543, -1.588542, -0.044408], [-1.695268, -2.411406, -0.322311], [-2.857913, -1.497690, -0.541688], [-4.092574, -2.009943, -0.910966], [-5.144268, -1.138803, -1.116527], [-4.928153, 0.224451, -0.947108], [-3.673404, 0.657734, -0.590091], [-2.638078, -0.187531, -0.379814], [0.250484, -2.081652, -0.196091], [-1.890711, -3.082273, 0.520678], [-1.509325, -3.009756, -1.218483], [-4.214266, -3.077641, -1.030782], [-6.116763, -1.513264, -1.405713], [-5.718796, 0.946768, -1.087954], [-3.467771, 1.710946, -0.447493], [-1.762320, -3.064623, -5.092966], [-2.186990, -1.723125, -4.631891], [-3.318246, -1.138499, -4.901560], [-3.245666, 0.058770, -4.260428], [-2.090261, 0.250118, -3.614081], [-1.604756, 1.608562, -2.720135], [-1.409718, -0.898265, -3.854890], [-0.139320, -1.221131, -3.339383], [-2.523332, -3.457972, -5.761573], [-1.638600, -3.744592, -4.249888], [-0.816474, -3.018409, -5.632523], [-3.987985, 0.735053, -4.349886], [0.479149, -1.372427, -4.136474], [0.195820, -0.367576, -2.875773]], "atomic_forces_ev_per_a": [[-0.8437, -1.3848, -0.8506], [0.7534, 0.4279, -0.1298], [-0.1333, 0.0337, 0.0454], [0.0734, -0.0489, 0.0908], [-0.0812, -0.0172, 0.0025], [0.0126, 0.0463, -0.0163], [0.0354, -0.0271, 0.0304], [-0.0924, 0.0509, 0.0235], [0.1018, 0.1627, 0.0037], [0.1770, -0.0322, 0.0242], [-0.1189, -0.1035, -0.1749], [0.0312, 0.3399, 0.6031], [-0.0953, -0.0600, -0.0735], [-0.0066, 0.0948, -0.0884], [0.0019, -0.0032, -0.0304], [0.0067, -0.0076, -0.0018], [0.0094, 0.0363, 0.0078], [0.0195, -0.0880, 0.0763], [0.0607, 0.0896, -0.0195], [-0.0597, 0.0635, 0.0912], [0.0116, 0.0217, -0.0539], [-0.0332, -0.0502, -0.0126], [0.0138, -0.0137, 0.0197], [0.0072, 0.0145, -0.0324], [0.1731, 0.1162, 0.2088], [0.0256, -0.1650, 0.0414], [-0.0099, -0.0112, -0.0830], [-0.0271, -0.0089, 0.0187], [-0.0067, 0.0014, 0.0213], [-0.0053, -0.0159, -0.0153], [0.0342, 0.0242, -0.0226], [0.1649, -0.0015, -0.0944], [-0.0676, -0.0288, 0.0687], [-0.0544, 0.0310, -0.0244], [0.0183, -0.0419, 0.0250], [0.0113, -0.0388, 0.0539], [-0.1041, 0.0794, -0.1331], [-0.0070, -0.0241, -0.0122], [0.0098, 0.0277, -0.0227], [0.0240, -0.0069, 0.0022], [0.0006, -0.0166, 0.0163], [0.0028, -0.0049, 0.0092], [0.0078, -0.0230, -0.0300], [-0.0055, -0.0202, 0.0620], [0.0334, -0.0178, 0.0080], [-0.0024, 0.0288, 0.0260], [-0.0257, 0.0036, 0.0091], [-0.0187, -0.0138, -0.0038], [-0.0233, 0.0217, -0.0132], [0.0255, -0.0127, -0.0150], [0.0263, -0.0052, 0.0288], [0.0167, 0.0324, 0.0240], [0.0216, 0.0015, -0.0135], [0.0239, -0.0243, 0.0066], [0.0174, 0.0217, 0.0515], [0.0308, 0.0048, -0.0044], [0.0124, -0.0033, -0.0327], [-0.0043, 0.0187, -0.0257], [0.0130, 0.0629, 0.0086], [0.0205, -0.0174, -0.0008], [0.0320, 0.0102, 0.0191], [0.0013, 0.0267, 0.0053], [-0.0102, 0.0150, -0.0159], [0.0641, -0.0078, 0.0759], [-0.1815, 0.1907, -0.0073], [0.0660, -0.0739, -0.0220], [-0.0404, -0.0627, -0.0990], [0.0601, 0.0253, 0.0395], [0.0063, 0.0537, -0.0037], [-0.0047, -0.0576, -0.0159], [0.0848, 0.1544, 0.1169], [-0.3043, 0.0045, -0.0243], [0.0318, 0.1592, -0.0305], [0.0293, 0.0313, -0.0661], [-0.0203, 0.0383, 0.0393], [-0.0095, -0.0254, -0.0038], [-0.0163, -0.0018, 0.0008], [-0.0187, 0.0080, -0.0023], [-0.0148, -0.1006, -0.0269], [-0.0646, -0.0064, -0.0283], [-0.1510, 0.0516, -0.0418], [0.1275, 0.0086, 0.0556], [0.1014, -0.1130, 0.0098], [-0.0439, -0.0457, 0.1298], [0.1275, 0.1294, 0.0837], [0.1060, 0.1107, 0.0885], [-0.1196, 0.1849, -0.0260], [-0.0023, -0.0136, 0.0140], [0.0233, -0.0064, 0.0096], [0.0106, 0.0169, -0.0104], [0.0108, -0.0298, 0.0058], [-0.0246, 0.0339, 0.0775], [-0.0591, -0.2277, -0.0251]], "de_lowest_kcal_mol": 21.8, "multiplicity": 1, "total_charge": 2}

{"formula": "C4H8N2", "method": "the ωB97M-V functional and the def2-TZVPD basis", "species": ["C", "N", "C", "C", "C", "N", "H", "H", "H", "H", "H", "H", "H", "H"], "coordinates": [[0.648457, 0.099778, -1.756538], [-0.602391, 0.754326, -1.789799], [0.032963, 0.720463, -0.526611], [-0.384648, -0.251960, 0.539582], [0.493726, -0.585536, 1.694432], [-0.673361, 0.278490, 1.868327], [1.401176, 0.619922, -2.338480], [0.780863, -0.989123, -1.713877], [-1.499879, 0.566807, -2.152392], [0.343731, 1.702069, -0.172224], [-1.040388, -1.008856, 0.100655], [1.453116, -0.080018, 1.808670], [0.472531, -1.588969, 2.122276], [-1.425896, -0.237394, 2.315978]], "atomic_forces_ev_per_a": [[0.3736, -0.0436, -0.1679], [0.3143, 0.9838, -0.2679], [0.1062, 0.1489, 0.1982], [-0.0618, -0.0289, -0.2685], [0.1773, -0.0999, -0.0402], [-0.2763, 0.0238, 0.1008], [0.3437, -0.1206, 0.2312], [-0.3708, 0.2335, -0.1346], [-0.7613, -0.9750, 0.1762], [0.2457, -0.2112, 0.1642], [0.1542, -0.1379, 0.4573], [-0.2132, -0.0657, -0.1234], [-0.0829, 0.1949, -0.2199], [0.0512, 0.0979, -0.1055]], "de_lowest_kcal_mol": 63.6, "smiles": "C1N[C@H]1[C@H]1CN1", "multiplicity": 1}

no.,DFT total energy (hartree)
1,-3245.7234
2,-3426.0514
3,-266.6206